No. 1
{
  "formula": "C31H34AsN4O4SV",
  "method": "ωB97M-V with the def2-TZVPD basis set",
  "species": ["C", "H", "C", "C", "C", "As", "C", "H", "O", "H", "H", "C", "C", "H", "H", "S", "H", "C", "C", "H", "C", "C", "H", "O", "H", "H", "H", "O", "C", "H", "C", "C", "C", "H", "C", "H", "H", "C", "C", "C", "C", "N", "H", "H", "H", "C", "H", "C", "C", "V", "H", "C", "O", "H", "H", "C", "H", "C", "H", "N", "H", "H", "H", "N", "H", "C", "C", "C", "C", "H", "H", "C", "H", "H", "H", "N"],
  "coordinates": [[-4.154, 3.129, 2.128], [3.431, -2.122, 1.555], [-1.194, 0.561, -2.119], [-3.188, 2.152, 1.930], [1.353, 1.745, 3.582], [-0.962, 0.470, 2.513], [-1.906, 1.787, -5.534], [-4.951, 4.567, 3.500], [-1.299, 4.009, -5.717], [1.801, -0.553, -1.975], [1.478, 2.130, 2.579], [-2.315, 2.538, 4.145], [-1.754, -1.224, 3.005], [2.886, -2.718, -2.595], [-2.813, 0.758, -7.164], [-3.144, 1.226, 0.413], [0.129, -2.056, 3.626], [0.359, 0.810, 3.861], [2.010, 1.713, 5.891], [-3.189, -4.761, 3.600], [1.020, 0.779, 6.166], [0.185, 0.327, 5.153], [-4.682, -2.913, 2.914], [-2.029, 3.009, -7.491], [-1.123, -2.918, -0.510], [-1.600, 2.327, 4.926], [-0.777, -4.330, 3.971], [-0.404, 1.453, -1.594], [-2.673, -0.473, -5.390], [0.189, -1.897, -0.647], [-1.467, 1.768, -4.233], [-2.278, 1.837, 2.946], [2.289, -2.543, -1.701], [-0.600, -0.382, 5.374], [0.789, -3.738, -0.021], [4.018, -2.944, -0.521], [-3.138, -1.339, -5.845], [-1.429, -3.530, 3.636], [-4.201, 3.802, 3.340], [2.606, -2.132, 0.841], [-2.497, 0.690, -6.132], [1.324, -1.444, -1.943], [-2.421, -1.405, -3.475], [2.193, -4.665, -1.339], [-1.001, 2.647, -3.808], [1.805, -3.421, 1.081], [2.300, -0.108, 0.786], [2.180, 2.195, 4.600], [-0.914, -2.257, 3.421], [-1.006, 0.824, 0.121], [-3.326, 4.037, 5.288], [-3.623, -2.733, 3.044], [-1.552, -0.391, -1.323], [0.884, -1.569, -2.849], [-0.452, -2.286, 0.864], [-2.264, -0.516, -4.070], [3.738, -1.235, -0.784], [-2.783, -3.769, 3.436], [2.949, 2.927, 4.389], [1.758, -0.917, 1.073], [-3.770, -0.663, 2.512], [2.648, 2.075, 6.688], [0.282, -4.673, 0.197], [-1.731, 3.043, -6.318], [-4.854, 3.364, 1.335], [3.236, -2.182, -0.557], [-3.286, 3.509, 4.343], [-1.653, 0.602, -3.499], [-3.111, -1.462, 2.818], [0.887, 0.408, 7.174], [0.789, -4.029, -2.180], [1.504, -3.821, -1.377], [1.308, -3.385, 2.056], [1.660, -0.808, 2.075], [2.510, -4.253, 1.114], [-0.254, -2.637, -0.067]],
  "forces_ev_per_a": [[-0.03, 0.03, -0.07], [0.05, -0.03, 0.06], [0.49, -0.54, -0.01], [0.02, -0.09, 0.04], [0.05, -0.10, 0.08], [-0.53, 0.10, 2.09], [-0.01, 0.16, -0.20], [0.02, -0.03, -0.01], [-0.12, -0.36, -0.13], [0.10, 0.13, -0.07], [0.01, 0.09, -0.09], [-0.02, -0.07, -0.08], [0.17, -0.13, -0.16], [0.12, -0.09, -0.04], [0.00, 0.00, 0.01], [-0.02, 0.15, 0.20], [0.11, -0.03, -0.01], [0.08, 0.05, -0.19], [0.02, 0.01, 0.04], [0.03, 0.07, 0.02], [0.02, -0.02, 0.03], [0.09, 0.01, 0.04], [0.02, 0.00, 0.00], [0.04, -0.08, 0.33], [-0.12, -0.13, -0.08], [0.06, -0.03, 0.06], [-0.04, 0.05, 0.01], [-0.52, -0.19, -0.81], [-0.02, -0.02, -0.04], [0.04, 0.54, -0.34], [0.13, 0.21, 0.05], [-0.03, -0.01, -0.09], [-0.13, 0.01, 0.18], [-0.06, -0.03, 0.06], [0.48, 0.07, 0.00], [0.03, 0.04, -0.03], [0.02, 0.08, 0.03], [0.02, -0.01, -0.03], [0.00, 0.02, -0.01], [-0.19, -0.14, -0.14], [-0.01, -0.01, -0.07], [-0.04, -0.14, 0.08], [0.01, -0.01, 0.01], [-0.04, -0.04, 0.00], [-0.01, -0.03, 0.02], [-0.21, 0.26, 0.08], [0.07, 0.08, -0.01], [0.04, 0.00, 0.00], [-0.11, -0.04, -0.02], [-0.12, 0.44, -0.43], [-0.01, -0.01, -0.06], [0.05, -0.04, 0.01], [0.17, 0.20, -0.55], [0.02, 0.01, -0.07], [-0.16, 0.03, 0.29], [-0.10, -0.02, -0.01], [0.02, -0.06, 0.04], [-0.05, 0.00, -0.01], [-0.01, -0.01, 0.00], [0.13, -0.33, -0.39], [-0.07, 0.07, -0.04], [-0.03, -0.04, -0.04], [-0.09, -0.02, 0.06], [0.04, 0.18, -0.08], [0.01, 0.00, 0.07], [-0.10, 0.26, -0.01], [0.01, 0.03, 0.05], [0.17, 0.15, 0.10], [0.03, -0.07, 0.06], [0.01, 0.02, -0.02], [0.04, -0.05, 0.04], [-0.28, 0.21, -0.06], [0.04, -0.04, -0.05], [0.00, 0.05, 0.22], [-0.03, -0.04, 0.05], [0.24, -0.70, 0.07]],
  "total_charge": 2,
  "s_squared": 2.0643,
  "e_above_lowest_ev": 1.9963,
  "spin_multiplicity": 3,
  "orbital_gap_ev": [7.229, 7.966]
}

=====

No. 2
{
  "formula": "C9H11N4S",
  "method": "ωB97M-V with the def2-TZVPD basis set",
  "species": ["H", "C", "H", "N", "S", "H", "N", "H", "H", "C", "C", "H", "C", "H", "H", "H", "C", "H", "C", "C", "C", "N", "H", "C", "N"],
  "coordinates": [[-1.371, 1.177, 1.840], [-4.145, -0.286, 0.681], [-4.291, -0.987, -1.417], [-0.490, 1.105, -0.714], [0.333, -2.271, 0.509], [5.415, -0.229, 0.493], [2.237, 0.907, -0.422], [-2.184, -0.329, -2.130], [4.670, 1.531, 0.336], [-2.476, -0.162, -1.118], [-1.619, 0.534, -0.246], [2.199, 1.785, -0.847], [3.308, 0.040, -0.048], [-3.566, 0.456, 2.597], [-0.546, 0.820, -1.678], [-5.073, -0.675, 1.037], [1.179, 0.165, -0.392], [1.302, -3.147, 0.006], [-2.001, 0.767, 1.081], [4.703, 0.478, -0.025], [-3.219, 0.311, 1.535], [2.835, -1.040, 0.441], [5.005, 0.523, -1.003], [-3.717, -0.514, -0.669], [1.514, -0.961, 0.153]],
  "forces_ev_per_a": [[0.69, 0.56, -0.16], [1.22, -0.35, -1.25], [-1.17, -0.59, -0.27], [-2.57, -1.13, 0.05], [2.66, 0.19, -0.81], [-1.11, 1.02, -0.19], [2.20, -1.67, 0.06], [0.12, -0.14, -0.54], [0.65, -0.80, 0.18], [-1.74, 0.01, 0.60], [2.18, 2.19, -0.53], [0.61, 1.57, -0.67], [0.02, 1.88, 1.08], [0.79, -0.05, -1.18], [0.83, 0.49, -0.84], [-0.50, 0.03, 0.08], [-1.19, -0.68, 0.03], [-1.26, 0.38, 0.51], [-1.35, -1.08, 2.25], [0.10, 0.25, 2.13], [-0.81, 0.48, 1.37], [0.22, -1.02, -0.33], [1.04, 0.22, -2.57], [0.82, 0.07, 0.06], [-2.45, -1.84, 0.94]],
  "total_charge": 1,
  "s_squared": 2.0387,
  "e_above_lowest_ev": 1.1725,
  "spin_multiplicity": 3,
  "orbital_gap_ev": [7.382, 6.687]
}

=====

No. 3
{
  "formula": "C31H19B2ClF10N4O13PS2",
  "method": "ωB97M-V with the def2-TZVPD basis set",
  "species": ["C", "F", "C", "O", "C", "N", "C", "H", "C", "C", "S", "O", "C", "H", "C", "C", "O", "F", "H", "Cl", "F", "C", "O", "C", "C", "H", "C", "C", "O", "H", "F", "B", "F", "C", "H", "N", "C", "O", "C", "H", "C", "H", "H", "C", "H", "B", "H", "H", "S", "F", "O", "C", "H", "O", "H", "F", "F", "C", "C", "C", "N", "C", "C", "H", "F", "C", "P", "H", "O", "O", "N", "H", "H", "O", "C", "F", "C", "O", "C", "H", "O", "C", "C"],
  "coordinates": [[2.620, -1.548, -2.547], [1.026, -3.117, -5.368], [0.226, -2.839, -3.197], [-3.747, -0.843, -0.373], [2.116, 8.689, 2.577], [0.813, 4.226, 4.639], [-0.047, 0.956, 1.987], [-3.435, 0.854, 5.954], [-0.493, -1.191, 0.309], [-1.576, -0.634, 0.980], [-0.823, -2.575, -0.734], [-4.522, -0.255, 3.913], [3.894, -3.053, -5.407], [-0.452, -5.444, -2.927], [0.485, 3.016, 5.090], [1.969, -3.674, 1.522], [-2.159, -1.142, 4.215], [1.004, -2.143, 3.126], [-3.362, 1.181, 1.952], [4.055, -0.699, -2.208], [2.402, -1.043, -6.793], [2.408, -2.019, -3.839], [-2.838, 1.111, 5.238], [1.218, -2.664, -4.133], [1.654, -1.753, -1.562], [-2.361, -0.041, -1.698], [-1.248, -4.838, -3.332], [-4.347, 0.545, -2.253], [3.370, -1.440, 1.809], [-5.300, 0.101, -1.981], [2.978, -4.388, 2.037], [4.005, 9.280, 1.387], [-0.297, -3.641, 2.275], [0.939, -3.393, 2.685], [0.713, 3.528, 1.354], [1.917, -1.263, -0.239], [0.248, 2.092, 2.896], [3.811, -2.916, -0.118], [2.314, 7.712, 1.395], [-2.215, 2.043, 2.983], [0.184, 1.937, 4.276], [-2.676, -6.444, -3.488], [-4.057, 0.188, -3.238], [1.002, 0.402, 1.274], [-4.504, 1.617, -2.337], [-3.018, -1.244, 0.697], [-3.652, -3.050, 1.019], [2.005, 0.785, 1.380], [2.890, -2.238, 0.733], [1.203, -4.204, 3.702], [3.387, 8.068, 0.740], [-2.492, 1.066, 2.596], [0.457, 2.887, 6.164], [-3.536, -2.229, 1.507], [-3.095, 1.117, -0.606], [4.016, 10.343, 0.502], [1.388, -4.409, 0.572], [3.124, -0.722, -5.708], [0.873, 4.363, 3.315], [0.458, -2.375, -1.908], [3.426, -1.834, -4.848], [-1.067, -3.480, -3.556], [0.621, 3.336, 2.413], [-4.439, -4.964, -4.413], [5.280, 8.988, 1.834], [-3.293, 0.227, -1.201], [-3.106, 0.119, 4.015], [-0.092, 0.994, 4.724], [1.589, 6.783, 1.135], [4.515, -3.859, -4.798], [-1.999, -2.682, -4.073], [1.129, 5.335, 2.922], [-1.242, -0.985, 3.954], [1.219, 8.635, 3.375], [-2.478, -5.394, -3.646], [3.617, -3.203, -6.710], [-3.174, -3.231, -4.360], [3.436, 0.399, -5.465], [-1.349, 0.445, 1.838], [-3.931, -2.575, -4.766], [3.092, 9.566, 2.544], [-3.462, -4.575, -4.171], [0.786, -0.685, 0.445]],
  "forces_ev_per_a": [[-0.06, 0.05, -0.04], [0.02, -0.13, -0.29], [0.02, 0.01, -0.02], [0.15, 0.09, 0.06], [0.03, 0.14, 0.13], [-0.04, -0.31, -0.10], [-0.11, 0.03, 0.07], [-0.02, 0.18, 0.12], [-0.03, -0.20, -0.19], [-0.21, 0.28, 0.23], [-0.05, -0.12, 0.08], [0.19, -0.13, 0.11], [0.56, -0.19, 0.45], [0.11, 0.01, 0.07], [-0.01, 0.03, -0.03], [-0.02, 0.14, 0.19], [0.24, 0.01, 0.06], [-0.06, 0.26, 0.01], [-0.13, 0.03, -0.04], [0.13, 0.15, 0.04], [0.28, 0.17, 0.40], [0.64, 0.20, 0.31], [0.25, -0.11, 0.15], [-0.01, 0.05, 0.21], [0.37, 0.20, -0.18], [0.13, -0.16, 0.10], [-0.17, -0.02, -0.06], [-0.05, 0.11, -0.06], [-0.41, 0.00, 0.14], [-0.06, -0.09, 0.06], [0.09, -0.01, 0.09], [0.15, 0.12, -0.03], [-0.19, 0.10, -0.13], [0.16, -0.26, -0.14], [-0.03, 0.04, -0.10], [-0.68, -1.25, 0.43], [0.06, 0.08, 0.15], [-0.38, -0.11, -0.21], [0.06, -0.06, -0.16], [-0.04, 0.16, -0.08], [0.00, 0.04, -0.03], [0.07, -0.09, 0.04], [-0.02, -0.17, -0.06], [-0.02, -0.07, -0.18], [0.03, 0.10, 0.00], [-0.30, -0.04, -0.02], [-0.52, -0.03, 0.09], [0.07, 0.09, 0.02], [0.95, 0.43, -0.26], [0.04, -0.12, 0.17], [-0.08, 0.00, 0.06], [0.20, -0.10, 0.05], [-0.02, 0.06, 0.13], [0.75, -0.19, -0.20], [0.00, -0.04, 0.26], [-0.05, 0.03, -0.03], [-0.11, 0.00, -0.13], [0.24, 1.03, 0.25], [0.04, 0.12, -0.06], [0.03, 0.14, 0.16], [-0.90, -0.47, -1.20], [0.04, -0.10, -0.11], [-0.02, -0.06, 0.07], [-0.08, -0.01, -0.06], [0.02, -0.05, 0.04], [-0.08, 0.25, -0.49], [-1.00, 0.03, -0.35], [0.01, -0.08, 0.05], [-0.04, -0.14, 0.03], [-0.64, 0.27, -0.34], [-0.06, -0.04, 0.09], [0.05, 0.25, 0.03], [0.07, -0.09, 0.01], [-0.04, -0.04, 0.01], [-0.11, 0.08, -0.09], [0.32, 0.18, 0.30], [-0.03, -0.10, -0.05], [-0.41, -1.15, -0.33], [0.40, 0.03, 0.07], [-0.03, 0.14, -0.05], [-0.05, -0.09, -0.05], [0.10, 0.02, 0.15], [0.26, 0.50, 0.20]],
  "total_charge": -1,
  "orbital_gap_ev": 7.531
}